Entry 1:
A molecular structure, C24H24CdCl3GeN4O3S, computed with the ωB97M-V functional and the def2-TZVPD basis.

Each line ends with the Mulliken charge.
Element x y z (Å)
Cd1 0.1810 -0.3897 -0.5532  1.294
C1 4.0561 -1.6028 4.3280  -1.045
C2 3.4514 -2.4215 3.1988  -0.517
N1 2.0145 -2.2177 3.0689  -0.096
C3 1.4905 -1.2477 2.3152  0.305
S1 -0.2796 -1.3183 2.0824  -0.342
N2 2.2594 -0.2822 1.8927  -0.433
N3 1.7274 0.5096 0.9239  0.192
C4 2.2866 1.6252 0.6468  0.532
C5 3.4607 2.1824 1.3843  -1.379
C6 1.6956 2.3854 -0.4841  0.449
C7 2.1078 3.6800 -0.7831  -0.663
C8 1.5164 4.3479 -1.8442  -0.455
C9 0.5319 3.7129 -2.5808  -0.843
C10 0.1738 2.4217 -2.2226  -0.148
N4 0.7416 1.7827 -1.2064  0.142
H1 5.1299 -1.7851 4.3897  0.337
H2 3.6099 -1.8690 5.2862  0.311
H3 3.8962 -0.5394 4.1568  0.258
H4 3.6050 -3.4880 3.3637  0.426
H5 3.9156 -2.1641 2.2453  0.283
H6 1.3936 -2.9556 3.3542  0.281
H7 3.8328 1.4453 2.0892  0.233
H8 3.1750 3.0809 1.9355  0.335
H9 4.2580 2.4555 0.6921  0.374
H10 2.8728 4.1616 -0.1935  0.345
H11 1.8226 5.3563 -2.0882  0.423
H12 0.0430 4.1937 -3.4155  0.437
H13 -0.5870 1.8722 -2.7640  0.464
O1 -0.3653 -0.7217 -2.9120  -0.332
C11 -1.6567 -1.3496 -3.1012  2.438
C12 -2.5373 -0.9429 -1.8600  -0.526
O2 -3.7181 -0.7060 -2.0242  -0.650
O3 -1.9066 -0.9508 -0.7407  -0.753
C13 -2.2560 -0.8774 -4.4098  -0.213
C14 -1.6643 0.1204 -5.1697  -0.044
C15 -2.2436 0.5354 -6.3632  -0.921
C16 -3.4200 -0.0431 -6.8036  -0.431
C17 -4.0155 -1.0453 -6.0469  -0.852
C18 -3.4377 -1.4608 -4.8615  -0.321
C19 -1.4778 -2.8644 -3.1061  0.110
C20 -0.5773 -3.4156 -4.0139  -0.561
C21 -0.3084 -4.7745 -4.0088  -1.010
C22 -0.9670 -5.6073 -3.1157  -0.437
C23 -1.9017 -5.0740 -2.2424  -0.774
C24 -2.1548 -3.7084 -2.2325  -0.380
H14 0.3097 -1.2823 -3.3184  0.344
H15 -0.7397 0.5749 -4.8381  0.332
H16 -1.7664 1.3122 -6.9476  0.410
H17 -3.8740 0.2785 -7.7320  0.390
H18 -4.9367 -1.5031 -6.3833  0.388
H19 -3.9078 -2.2346 -4.2713  0.394
H20 -0.0860 -2.7824 -4.7475  0.434
H21 0.4050 -5.1838 -4.7119  0.424
H22 -0.7619 -6.6697 -3.1110  0.406
H23 -2.4398 -5.7177 -1.5572  0.446
H24 -2.8976 -3.3147 -1.5507  0.704
Cl1 0.4484 -4.8938 1.9177  -0.399
Ge1 -0.6230 -3.2842 0.8622  0.827
Cl2 1.3889 -2.6559 -0.7491  -0.582
Cl3 -2.7029 -3.6488 1.4997  -0.360

Values from the calculation:
charge	0
relative energy (zero: lowest compared OMol25 entry of this formula, charge and spin)	0.0	kJ/mol
gap between HOMO and LUMO (spin up / spin down)	6.801 / 7.026	eV
expectation value of S²	0.7539
2S+1	2

---

Entry 2:
A molecular structure, C24H24Cl2GeN4NiS2, computed with the ωB97M-V functional and the def2-TZVPD basis.

Each line ends with the Mulliken charge.
Element x y z (Å)
Ni1 0.4911 2.2126 -0.5620  -1.159
Cl1 1.7864 2.0781 1.1586  -0.268
C1 0.4353 2.6971 2.0804  0.101
Cl2 -0.8726 2.9381 0.9447  -0.106
H1 0.7053 3.6480 2.5460  0.564
H2 0.1394 1.9720 2.8422  0.042
N1 -1.6829 0.1569 -2.0114  -0.229
C2 -0.5732 0.5197 -2.6745  0.617
N2 0.3253 1.3295 -2.1732  0.450
C3 1.3271 1.5063 -3.0922  0.260
C4 1.2182 0.8299 -4.2814  -0.409
S1 -0.2335 -0.0858 -4.2514  -0.196
C5 2.3348 2.4041 -2.6025  -0.684
C6 3.4963 2.8594 -3.1745  -0.265
S2 4.2645 3.9213 -2.0658  -0.185
C7 2.9730 3.6789 -0.9514  0.624
N3 2.0354 2.8529 -1.3423  0.344
N4 2.9576 4.2911 0.2435  -0.421
H3 -1.6677 0.3514 -1.0162  -0.249
H4 -2.1262 -0.7164 -2.2637  0.222
H5 1.8821 0.8226 -5.1325  0.488
H6 3.9199 2.6381 -4.1422  0.465
H7 3.8385 4.5976 0.6346  0.264
H8 2.3107 3.8957 0.9169  0.159
C8 1.2543 -0.2392 -0.9243  -0.582
Ge1 -0.2494 0.1272 0.2588  2.042
C9 0.2086 -0.1292 2.1107  -0.461
C10 1.4916 -0.5581 2.4771  0.313
C11 1.8088 -0.7444 3.8264  -0.899
C12 0.8466 -0.5032 4.8119  -0.558
C13 -0.4341 -0.0756 4.4485  -0.668
C14 -0.7533 0.1113 3.0999  -0.353
C15 -1.7568 -1.0017 -0.1886  0.309
C16 -2.9143 -0.3584 -0.6448  -0.658
C17 -4.0483 -1.0917 -0.9918  -1.091
C18 -4.0449 -2.4813 -0.8875  -0.928
C19 -2.9019 -3.1524 -0.4309  0.843
C20 -2.9071 -4.5523 -0.3252  -0.904
C21 -1.7750 -5.2273 0.1315  -0.577
C22 -0.6308 -4.5140 0.4870  -1.188
C23 -0.6082 -3.1208 0.3873  -0.431
C24 -1.7392 -2.4154 -0.0738  1.143
H9 1.5832 -1.2917 -0.8137  0.679
H10 2.0957 0.4372 -0.6695  0.375
H11 0.9448 -0.0613 -1.9743  -0.326
H12 2.2439 -0.7492 1.7236  0.360
H13 2.7998 -1.0760 4.1082  0.443
H14 1.0930 -0.6480 5.8558  0.418
H15 -1.1789 0.1105 5.2115  0.435
H16 -1.7475 0.4413 2.8262  0.423
H17 -2.9384 0.7206 -0.7341  0.396
H18 -4.9345 -0.5796 -1.3439  0.434
H19 -4.9368 -3.0320 -1.1623  0.439
H20 -3.7874 -5.1237 -0.5951  0.424
H21 -1.7850 -6.3066 0.2116  0.407
H22 0.2441 -5.0431 0.8425  0.442
H23 0.2986 -2.6138 0.6765  0.266
H24 -0.1261 3.3431 -1.3653  -0.396

Values from the calculation:
charge	+1
gap between HOMO and LUMO (spin up / spin down)	6.956 / 5.920	eV
expectation value of S²	3.7615
2S+1	4

---

Entry 3:
A molecular structure, C24H24Cl2N4O2RuS, computed with the ωB97M-V functional and the def2-TZVPD basis.

Each line ends with the Mulliken charge.
Element x y z (Å)
Ru1 -0.1510 0.0081 -0.2189  0.246
C1 -1.4251 -1.9051 -2.3205  -0.911
C2 -1.7975 -2.3930 -0.9507  1.034
C3 -2.6369 -3.5085 -0.7864  -0.957
C4 -2.9610 -3.9412 0.4683  -0.591
C5 -2.4472 -3.2825 1.6021  0.860
C6 -2.7309 -3.6855 2.9250  -0.970
C7 -2.1942 -2.9887 3.9712  -0.636
C8 -1.3549 -1.8830 3.7368  -0.522
C9 -1.0512 -1.4796 2.4572  1.172
S1 0.0254 -0.1448 2.1490  -0.241
C10 -1.6083 -2.1737 1.3797  -0.585
N1 -1.3079 -1.7532 0.1076  -0.235
H1 -1.9710 -2.4432 -3.0916  0.444
H2 -0.3577 -2.0543 -2.4961  0.192
H3 -1.6383 -0.8419 -2.4326  0.098
H4 -3.0218 -4.0075 -1.6641  0.448
H5 -3.6158 -4.7938 0.6040  0.453
H6 -3.3680 -4.5449 3.0891  0.402
H7 -2.4055 -3.2891 4.9886  0.403
H8 -0.9325 -1.3388 4.5724  0.441
Cl1 4.5233 -0.4320 -5.9275  -0.197
C11 3.2890 -0.1625 -4.7455  0.138
C12 1.9603 -0.0127 -5.1668  -0.592
C13 0.9691 0.2472 -4.2548  0.352
Cl2 -0.6698 0.4243 -4.7775  -0.166
C14 1.2498 0.4194 -2.8778  -0.139
O1 0.3312 0.8438 -2.0601  -0.463
C15 2.5762 0.1471 -2.4726  0.875
C16 2.8830 0.0164 -1.0859  -0.159
O2 2.0907 0.1095 -0.1371  -0.488
C17 3.5890 -0.1132 -3.4174  -0.964
H9 1.7181 -0.1109 -6.2166  0.466
H10 3.9240 -0.2347 -0.8396  0.395
H11 4.6060 -0.2780 -3.0817  0.432
C18 0.4258 5.3937 0.6619  -0.733
C19 1.2241 4.3408 -0.0748  -0.674
N2 0.5584 3.0566 0.0894  0.076
C20 -0.7840 2.9036 0.1010  0.271
N3 -1.2961 1.6930 0.0042  0.823
C21 -2.7330 1.4645 0.0935  -0.893
C22 -3.3927 2.5510 0.9177  -0.863
C23 -3.0104 3.8888 0.3228  -0.665
N4 -1.5559 4.0026 0.2537  0.149
C24 -1.0014 5.3538 0.1547  -0.569
H12 0.8503 6.3827 0.4956  0.382
H13 0.4427 5.1850 1.7333  0.302
H14 2.2316 4.2578 0.3288  0.400
H15 1.3050 4.6028 -1.1346  0.345
H16 1.0968 2.2258 -0.0980  0.059
H17 -2.8976 0.4891 0.5524  0.293
H18 -3.1656 1.4387 -0.9121  0.227
H19 -3.0286 2.4960 1.9456  0.304
H20 -4.4747 2.4280 0.9180  0.412
H21 -3.3728 4.7012 0.9523  0.435
H22 -3.4517 4.0123 -0.6714  0.248
H23 -1.6336 6.0105 0.7509  0.370
H24 -1.0466 5.7009 -0.8827  0.267

Values from the calculation:
charge	+1
relative energy (zero: lowest compared OMol25 entry of this formula, charge and spin)	143.1	kJ/mol
gap between HOMO and LUMO (spin up / spin down)	6.133 / 6.309	eV
expectation value of S²	0.8191
2S+1	2

---

Entry 4:
A molecular structure, C24H24Cl3F8N4O3S2SeSiTc, computed with the ωB97M-V functional and the def2-TZVPD basis.

Each line ends with the Mulliken charge.
Element x y z (Å)
Tc1 0.4921 0.0496 -0.0225  0.168
C1 2.0252 1.5011 2.2505  -0.975
C2 0.6607 2.1155 2.2004  -0.449
N1 0.1051 2.0360 0.8290  0.329
C3 0.5529 3.0745 -0.1343  -0.103
C4 1.9585 2.8736 -0.7008  -0.839
S1 2.3503 1.1277 -1.1212  -0.044
C5 3.7688 0.7134 -0.0691  -0.866
C6 3.3462 -0.1836 1.0869  -0.623
N2 2.0056 0.1647 1.6014  0.201
H1 2.3482 1.4324 3.2915  0.494
H2 2.7619 2.1128 1.7359  0.364
H3 0.6681 3.1420 2.5767  0.478
H4 0.0054 1.5293 2.8363  0.122
H5 -0.8951 2.1909 0.9385  0.159
H6 0.4916 4.0669 0.3222  0.435
H7 -0.1572 3.0464 -0.9550  -0.423
H8 2.7439 3.2390 -0.0429  0.520
H9 2.0322 3.4327 -1.6324  0.554
H10 4.2514 1.6399 0.2375  0.476
H11 4.4787 0.1801 -0.6986  0.514
H12 4.1018 -0.1133 1.8755  0.452
H13 3.3077 -1.2218 0.7602  0.298
H14 1.7227 -0.5404 2.2801  0.237
Cl1 -3.9999 -0.2014 -4.5302  -0.178
Si1 -2.9849 -0.3348 -2.8059  0.562
Cl2 -4.1753 0.2265 -1.2596  -0.213
Cl3 -2.2962 -2.2233 -2.4653  -0.161
F1 -3.7108 5.9548 -4.9222  -0.260
C7 -3.1512 4.8545 -4.4616  0.587
C8 -3.0658 4.6448 -3.0921  0.040
F2 -3.5409 5.5479 -2.2481  -0.269
C9 -2.4817 3.4837 -2.6227  0.418
F3 -2.4290 3.2923 -1.2973  -0.320
C10 -1.9681 2.5291 -3.4897  -0.175
Se1 -1.1028 0.9529 -2.8482  0.320
C11 -2.0566 2.7598 -4.8560  0.039
F4 -1.5685 1.8787 -5.7204  -0.308
C12 -2.6499 3.9108 -5.3467  0.301
F5 -2.7353 4.1158 -6.6500  -0.258
F6 3.3884 -5.9918 -1.7912  -0.237
C13 2.2765 -5.6127 -2.4285  0.666
F7 2.5387 -5.5579 -3.7345  -0.271
F8 1.3439 -6.5469 -2.2248  -0.231
C14 1.8021 -4.2730 -1.9002  0.291
C15 1.5802 -4.1202 -0.5386  -1.295
C16 1.1661 -2.8920 -0.0716  -0.625
N3 0.9706 -1.8335 -0.8811  0.696
C17 1.1674 -2.0005 -2.1944  -0.545
C18 1.5852 -3.2006 -2.7428  -0.913
H15 1.7300 -4.9384 0.1528  0.536
H16 0.9690 -2.7364 0.9835  0.910
H17 0.9969 -1.1372 -2.8254  0.551
H18 1.7361 -3.2842 -3.8092  0.563
N4 -1.4099 -0.8000 0.6928  -0.263
C19 -1.4390 -1.1100 2.1174  0.456
C20 -1.6488 -0.0901 3.0247  -0.309
C21 -1.5930 -0.3647 4.3851  -0.700
C22 -1.3276 -1.6531 4.8224  -0.156
C23 -1.1504 -2.6763 3.8978  -1.026
C24 -1.2119 -2.4108 2.5378  -0.447
S2 -1.3193 -2.0422 6.5842  1.279
O1 -2.5140 -2.8462 6.7097  -0.652
O2 -1.3661 -0.7292 7.1991  -0.700
O3 -0.0668 -2.7599 6.7257  -0.679
H19 -1.5759 -1.6469 0.1513  0.157
H20 -2.1796 -0.1799 0.4457  -0.023
H21 -1.8779 0.9112 2.6751  0.769
H22 -1.7471 0.4049 5.1313  0.598
H23 -0.9618 -3.6770 4.2648  0.412
H24 -1.0720 -3.2060 1.8111  0.579

Values from the calculation:
charge	+1
relative energy (zero: lowest compared OMol25 entry of this formula, charge and spin)	23.5	kJ/mol
gap between HOMO and LUMO (spin up / spin down)	5.472 / 5.318	eV
expectation value of S²	0.7536
2S+1	2

---

Number 1: molecular weight 739.93 g mol⁻¹, largest force on an atom 0.378 eV/Å. Number 2: molecular weight 634.83 g mol⁻¹, largest force on an atom 7.914 eV/Å. Number 3: molecular weight 604.53 g mol⁻¹, largest force on an atom 1.167 eV/Å. Number 4: molecular weight 944.00 g mol⁻¹, largest force on an atom 1.213 eV/Å.